Entry 1:
Below is the molecule C6H12, with properties calculated with ωB97M-V/def2-TZVPD.

Output
gap between HOMO and LUMO: 4.321 eV
DFT total energy: -235.5118 Eh

Last column: Löwdin charge in e.
Cartesian coordinates (Å):
1 C 0.51670 -0.84099 -1.96806  0.012
2 C 0.10016 0.35559 -1.17474  -0.264
3 C 0.47525 0.10323 0.34901  -0.324
4 C 1.29302 -1.21490 0.57793  -0.066
5 C -0.89203 0.20052 1.15594  -0.249
6 C -1.50194 1.52091 0.95078  -0.005
7 H 1.05692 -1.72232 -0.46467  0.070
8 H 1.32749 -0.69460 -2.66531  0.049
9 H -0.32553 -1.38357 -2.40495  0.059
10 H 0.57069 1.29546 -1.51793  0.116
11 H -0.95551 0.55641 -1.08690  0.067
12 H 2.32726 -1.08937 0.82815  0.060
13 H 0.77731 -1.86396 1.29496  0.062
14 H -1.29668 -0.80836 1.30990  0.122
15 H 0.99624 0.99887 0.68542  0.114
16 H -2.45196 1.53220 0.46006  0.019
17 H -1.58645 2.38022 1.62591  0.053
18 H -0.43093 0.67468 2.04448  0.106

Entry 2:
Below is the molecule C6H12, with properties calculated with ωB97M-V/def2-TZVPD.

Output
gap between HOMO and LUMO: 9.490 eV
SMILES: C/C=C(\C)CC
DFT total energy: -235.7605 Eh

Last column: Löwdin charge in e.
Cartesian coordinates (Å):
1 C 1.65679 -1.68141 -0.55634  -0.129
2 C 1.07155 -0.50832 0.10234  -0.146
3 C -0.29499 -0.24619 0.04856  -0.255
4 C -1.32059 -1.08406 -0.78379  -0.050
5 C -0.74671 0.94881 0.93586  -0.238
6 C -0.30691 2.37343 0.47300  -0.124
7 H 1.46055 -2.58834 -0.01519  0.072
8 H 1.17963 -1.80698 -1.49019  0.049
9 H 2.76837 -1.56490 -0.63283  0.090
10 H 1.81956 0.09484 0.61632  0.102
11 H -2.32268 -0.83430 -0.58895  0.040
12 H -1.17430 -2.17189 -0.56121  0.084
13 H -1.06506 -0.97045 -1.86636  0.087
14 H -0.26032 0.84490 1.97984  0.121
15 H -1.82959 0.86417 1.09161  0.091
16 H -0.55607 2.54135 -0.57509  0.062
17 H 0.74647 2.68254 0.65893  0.068
18 H -0.82569 3.10679 1.16350  0.076

For each record above, in turn, the calculated relative energy (zero: lowest compared OMol25 entry of this formula, charge and spin) values are 192.3 36.2 kcal per mole.